Entry 1:
This record from the Open Molecules 2025 dataset describes one molecule with the formula C17H34O2. The level of theory is wB97M-V/def2-TZVPD.

CARTESIAN COORDINATES (ANGSTROEM)
1 C 4.5236 -2.6289 -3.1722
2 C 3.7635 -1.9095 -2.0641
3 C 2.3445 -2.4526 -1.9099
4 C 1.5016 -1.6841 -0.8911
5 C 1.9551 -1.9037 0.5520
6 C 1.1261 -1.1128 1.5735
7 C 0.0150 -1.9185 2.2521
8 C -1.1141 -2.3958 1.3370
9 C -1.9245 -1.2709 0.6913
10 C -2.8034 -0.5238 1.6929
11 C -3.6138 0.6058 1.0540
12 C -2.7689 1.7978 0.5993
13 C -2.2247 2.6207 1.7644
14 C -1.3554 3.7973 1.3201
15 C 0.0293 3.3710 0.8197
16 C 0.0113 2.6972 -0.5303
17 O 0.5278 1.6379 -0.7807
18 O -0.6146 3.4429 -1.4483
19 C -0.6887 2.8958 -2.7562
20 H 4.0165 -2.5050 -4.1270
21 H 5.5328 -2.2336 -3.2663
22 H 4.5913 -3.6937 -2.9584
23 H 3.7141 -0.8420 -2.2899
24 H 4.3092 -2.0262 -1.1264
25 H 2.3910 -3.5065 -1.6222
26 H 1.8483 -2.4001 -2.8828
27 H 1.5415 -0.6172 -1.1164
28 H 0.4633 -2.0010 -0.9966
29 H 1.9144 -2.9695 0.7913
30 H 2.9974 -1.5916 0.6354
31 H 0.7129 -0.2301 1.0853
32 H 1.7904 -0.7587 2.3665
33 H -0.4095 -1.3122 3.0559
34 H 0.4651 -2.7981 2.7213
35 H -0.6905 -3.0255 0.5532
36 H -1.7904 -3.0235 1.9248
37 H -2.5676 -1.7022 -0.0811
38 H -1.2423 -0.5780 0.2003
39 H -3.4982 -1.2357 2.1468
40 H -2.1862 -0.1175 2.4939
41 H -4.1507 0.2041 0.1908
42 H -4.3607 0.9582 1.7703
43 H -3.3830 2.4476 -0.0301
44 H -1.9440 1.4332 -0.0104
45 H -3.0685 3.0079 2.3414
46 H -1.6376 1.9827 2.4268
47 H -1.2107 4.4653 2.1721
48 H -1.8632 4.3595 0.5348
49 H 0.6578 4.2591 0.7183
50 H 0.5018 2.6906 1.5299
51 H -1.1151 3.6704 -3.3882
52 H -1.3254 2.0083 -2.7588
53 H 0.3062 2.6153 -3.1080

Atomic forces in eV per Å
-0.01 0.17 0.19
-0.11 -0.27 -0.13
0.01 0.32 0.11
0.19 -0.31 -0.01
-0.15 0.30 -0.12
0.04 -0.23 0.18
-0.03 0.04 -0.11
0.06 0.14 0.01
-0.03 -0.15 0.26
-0.07 0.05 -0.28
0.17 0.00 0.02
-0.16 -0.06 0.23
-0.02 0.13 -0.28
0.06 -0.13 0.17
-0.20 0.08 -0.08
0.30 0.03 0.25
-0.02 -0.11 -0.11
-0.13 0.31 0.21
0.10 -0.28 -0.29
-0.02 -0.02 -0.12
0.11 -0.03 -0.08
0.03 -0.13 -0.03
0.01 0.07 0.07
0.02 0.10 0.05
-0.02 -0.10 -0.06
0.00 -0.09 -0.06
-0.09 0.04 -0.02
-0.12 0.09 0.01
0.07 -0.10 0.02
0.06 -0.08 0.01
0.02 0.15 0.01
-0.03 0.09 -0.02
0.00 -0.04 0.09
0.01 0.02 0.09
-0.01 -0.12 -0.02
-0.01 -0.08 -0.06
0.00 0.06 -0.08
0.02 0.06 -0.15
0.05 -0.03 0.09
0.01 -0.02 0.14
-0.09 -0.02 0.02
-0.09 0.02 -0.04
0.06 0.03 -0.07
-0.01 -0.04 -0.14
-0.01 -0.06 0.07
0.00 -0.02 0.13
0.00 0.05 -0.06
-0.02 0.09 0.05
0.06 -0.03 0.00
0.03 0.02 -0.09
0.01 -0.03 0.04
0.04 0.05 -0.02
-0.11 0.03 -0.01

E	-22276.60733	eV
LUMO energy	0.0326	hartree
frontier orbital gap	11.21	eV
E_HOMO	-0.379	Eh
structure (SMILES)	CCCCCCCCCCCCCCCC(=O)OC
energy relative to the best compared isomer or geometry (same formula, charge and spin)	10.0	kcal per mole

Entry 2:
This record from the Open Molecules 2025 dataset describes C17H35AlClFNO8P2S as an isolated structure. The level of theory is wB97M-V/def2-TZVPD.

CARTESIAN COORDINATES (ANGSTROEM)
1 O -0.2807 2.6320 1.9802
2 C -1.0955 2.9847 1.2383
3 F -0.8714 3.0524 -0.0798
4 N -2.4001 3.3574 1.5945
5 C -3.2840 2.1389 1.2885
6 O -2.9028 1.1092 1.7375
7 Al -4.9941 2.2943 0.1321
8 P -5.7297 0.0532 -0.0948
9 S -4.5683 -0.7326 -1.5015
10 P -4.2460 3.1359 -1.9635
11 O -3.7908 4.7198 -1.5834
12 Cl -6.0221 3.1435 -3.1209
13 H -2.4406 3.5143 2.5992
14 H -6.0787 3.2494 0.8062
15 H -5.5203 -0.5446 1.1819
16 H -7.1136 -0.0349 -0.4038
17 H -4.5146 5.2236 -1.1796
18 C -1.1065 -2.0635 -0.5644
19 C -1.8878 -3.2474 -0.0530
20 O -2.7341 -3.7826 -0.7320
21 C -1.5682 -3.7302 1.3405
22 H -1.4374 -1.8221 -1.5729
23 H -1.2801 -1.1975 0.0775
24 H -0.0402 -2.3033 -0.5896
25 H -1.7598 -2.9359 2.0636
26 H -0.5252 -4.0415 1.3976
27 H -2.2018 -4.5835 1.5816
28 C 2.1786 4.0071 0.1912
29 C 3.1608 5.0728 -0.2205
30 O 3.2861 6.1010 0.4111
31 C 3.9799 4.8036 -1.4571
32 H 1.6555 4.3251 1.0907
33 H 1.4469 3.8493 -0.6014
34 H 2.7063 3.0760 0.4045
35 H 3.3232 4.6796 -2.3164
36 H 4.5852 3.9061 -1.3168
37 H 4.6426 5.6477 -1.6434
38 C 1.9178 -2.6792 3.8686
39 C 1.1431 -3.8633 4.3886
40 O 0.2957 -4.4058 3.7160
41 C 1.4678 -4.3439 5.7819
42 H 1.5828 -2.4430 2.8598
43 H 1.7458 -1.8112 4.5076
44 H 2.9832 -2.9150 3.8388
45 H 1.2764 -3.5487 6.5044
46 H 2.5136 -4.6517 5.8353
47 H 0.8374 -5.1982 6.0251
48 C 1.1979 -7.0045 -0.5247
49 C 2.0423 -6.6111 0.6616
50 O 3.0646 -5.9757 0.5265
51 C 1.5597 -7.0417 2.0231
52 H 1.6607 -6.6307 -1.4367
53 H 1.1258 -8.0919 -0.5868
54 H 0.2005 -6.5698 -0.4333
55 H 1.5051 -8.1311 2.0733
56 H 0.5791 -6.6067 2.2238
57 H 2.2594 -6.6912 2.7805
58 C 1.6719 3.7846 -5.8467
59 C 2.3929 4.9366 -5.1940
60 O 3.4605 4.7827 -4.6416
61 C 1.7289 6.2893 -5.2560
62 H 2.2600 2.8761 -5.7264
63 H 0.6987 3.6381 -5.3747
64 H 1.5428 3.9816 -6.9125
65 H 0.7582 6.2508 -4.7585
66 H 1.6023 6.5948 -6.2961
67 H 2.3546 7.0221 -4.7484

Atomic forces in eV per Å
2.99 -0.80 1.69
-2.68 1.15 -0.24
-0.35 -0.09 -0.19
0.24 0.09 -1.07
-1.15 0.70 -0.74
0.42 -1.14 0.54
-0.21 0.53 0.19
0.75 0.50 -0.27
-0.06 -0.18 -0.05
1.25 -0.25 -0.25
-1.13 -0.26 -0.36
-0.05 0.40 0.28
0.23 -0.24 -0.11
-0.05 0.13 0.18
-0.62 -0.15 -0.24
0.13 -0.26 0.49
0.26 -0.12 0.16
-0.08 -0.03 -0.24
-0.25 0.06 -0.19
0.17 -0.20 0.06
-0.27 -0.18 -0.21
-0.05 0.01 0.07
0.12 -0.01 0.03
0.03 0.09 0.18
0.23 0.01 0.02
0.03 0.20 0.15
0.01 0.03 -0.02
0.03 0.35 0.22
0.05 0.10 0.14
0.00 -0.08 -0.08
0.10 0.33 0.18
0.02 -0.04 -0.03
0.09 -0.20 -0.02
-0.11 -0.08 -0.17
0.10 -0.21 -0.01
-0.14 -0.10 -0.13
-0.04 -0.03 -0.01
-0.16 -0.05 -0.24
-0.11 0.00 -0.16
0.14 -0.08 0.18
-0.22 -0.22 -0.02
0.00 -0.02 0.05
0.17 -0.02 0.06
0.02 0.10 0.14
0.19 0.02 0.01
0.03 0.17 0.09
0.01 0.04 -0.03
0.19 0.17 -0.16
0.20 0.11 -0.01
-0.09 -0.06 0.02
0.18 0.11 0.08
0.00 0.00 0.05
-0.19 0.02 0.07
-0.06 -0.17 0.04
-0.19 0.02 -0.03
-0.05 -0.14 0.02
-0.03 0.01 -0.04
0.23 -0.17 0.11
0.17 -0.05 0.05
-0.12 0.03 -0.15
0.24 0.11 0.18
-0.01 0.05 0.01
-0.08 0.08 -0.16
-0.19 0.04 0.04
-0.08 0.00 -0.18
-0.19 -0.05 0.02
-0.01 -0.05 -0.01

E	-87319.97956	eV
LUMO energy	0.0779	hartree
frontier orbital gap	6.75	eV
charge	-1
E_HOMO	-0.170	Eh

Entry 3:
This record from the Open Molecules 2025 dataset describes C17H35BrN9ORu as an isolated structure. The level of theory is wB97M-V/def2-TZVPD.

CARTESIAN COORDINATES (ANGSTROEM)
1 Ru -0.5498 0.4262 -0.4934
2 C -0.8597 0.3371 4.2722
3 N 0.4521 0.5582 3.6671
4 C 1.5837 0.8818 4.5362
5 C 0.5560 0.5339 2.3266
6 N -0.4487 0.3900 1.5273
7 N 1.8479 0.6715 1.8247
8 C 2.3081 0.4191 0.5520
9 N 3.6486 0.3473 0.4565
10 N 1.5186 0.2538 -0.4636
11 H -0.7272 0.1736 5.3365
12 H -1.3311 -0.5562 3.8601
13 H -1.5206 1.1955 4.1309
14 H 1.2082 1.0420 5.5412
15 H 2.0686 1.8129 4.2352
16 H 2.3120 0.0683 4.5800
17 H -1.3485 0.2849 1.9789
18 H 2.5621 0.8176 2.5176
19 H 4.2553 0.4594 1.2500
20 H 4.0892 0.2740 -0.4443
21 H 2.0121 -0.0322 -1.3001
22 O -0.8251 0.5300 -2.6474
23 C -1.2828 1.7641 -3.2651
24 C -0.1231 2.6877 -3.5737
25 C 0.8302 2.8649 -2.3856
26 C 0.1369 3.4154 -1.1706
27 C 0.0689 4.7959 -1.0251
28 C -0.6262 5.3582 0.0273
29 C -1.2542 4.5079 0.9234
30 C -1.1453 3.1493 0.7307
31 N -0.4554 2.5902 -0.2809
32 H -0.1893 0.0828 -3.2196
33 H -1.9714 2.1889 -2.5384
34 H -1.8473 1.5065 -4.1599
35 H -0.5343 3.6527 -3.8793
36 H 0.4438 2.3113 -4.4295
37 H 1.6313 3.5466 -2.6698
38 H 1.2989 1.9143 -2.1482
39 H 0.5655 5.4187 -1.7570
40 H -0.6870 6.4323 0.1392
41 H -1.8348 4.8837 1.7533
42 H -1.6583 2.4705 1.3915
43 C 1.0006 -4.5759 0.0537
44 N 0.1582 -3.3956 0.2257
45 C 0.3605 -2.6792 1.4617
46 C -0.5719 -2.8847 -0.7911
47 N -0.7140 -1.5873 -1.0280
48 N -1.1131 -3.7836 -1.6538
49 C -1.6575 -5.0605 -1.1884
50 C -1.5852 -3.3708 -2.9662
51 H 2.0282 -4.3140 0.3154
52 H 0.9826 -4.9094 -0.9787
53 H 0.6794 -5.3937 0.7003
54 H 0.3559 -3.3925 2.2874
55 H -0.4478 -1.9735 1.6053
56 H 1.3226 -2.1527 1.4753
57 H -1.4690 -1.4848 -1.6980
58 H -1.5421 -5.1537 -0.1138
59 H -1.1649 -5.9005 -1.6787
60 H -2.7230 -5.0963 -1.4194
61 H -2.5732 -2.9001 -2.9263
62 H -1.6579 -4.2547 -3.5959
63 H -0.8734 -2.6881 -3.4284
64 Br -2.9729 0.5208 -0.3651

Atomic forces in eV per Å
0.44 0.15 -0.10
-0.01 0.03 -0.01
0.03 -0.03 0.02
-0.01 0.00 -0.02
-0.03 0.05 0.03
-0.05 -0.19 0.01
0.01 0.06 -0.04
0.05 -0.04 0.06
-0.02 0.01 -0.02
-0.17 0.02 0.03
-0.01 0.01 0.00
0.00 -0.01 0.01
-0.01 -0.01 -0.01
0.01 -0.02 0.00
0.00 0.00 0.00
0.00 0.00 0.00
0.02 0.01 0.03
0.01 0.02 0.00
0.01 -0.02 0.00
0.01 0.01 0.00
0.03 -0.03 0.02
0.08 0.05 0.01
0.00 -0.01 -0.01
-0.01 0.01 -0.04
-0.01 -0.06 0.03
0.04 0.04 -0.02
0.01 0.00 0.03
0.00 -0.03 0.00
0.02 0.01 -0.01
-0.02 -0.01 0.05
-0.07 -0.08 -0.13
-0.02 0.01 -0.01
-0.01 -0.01 -0.01
0.01 0.01 -0.01
0.00 0.00 0.00
0.01 -0.01 0.01
-0.02 0.02 -0.01
0.03 0.00 0.01
-0.01 0.01 0.00
0.00 0.00 0.00
0.00 0.00 0.00
0.01 -0.02 0.00
-0.05 0.00 0.02
0.03 0.00 0.04
-0.01 0.00 0.00
0.27 0.05 -0.24
-0.46 -0.10 0.16
0.01 -0.01 0.03
0.02 0.02 0.00
0.01 0.01 0.01
0.00 -0.01 0.00
0.00 0.00 -0.01
0.00 -0.01 0.00
0.01 0.00 -0.01
0.00 0.02 0.02
-0.02 0.03 0.00
0.00 0.01 0.00
0.00 0.00 0.01
0.00 0.00 0.00
0.00 -0.01 -0.01
0.00 0.00 0.00
-0.01 0.00 0.00
0.00 0.01 0.00
-0.16 0.02 0.08

multiplicity	2
E	-106269.81346	eV
LUMO energy (alpha / beta)	-0.1816 / -0.2490	hartree
frontier orbital gap (alpha / beta)	9.20 / 7.15	eV
charge	+2
E_HOMO (alpha / beta)	-0.520 / -0.512	Eh
energy relative to the best compared isomer or geometry (same formula, charge and spin)	0.9	kcal per mole
<S²>	0.755

What are the max |F| values for these records? In order: 0.008; 0.069; 0.010 hartree/bohr.